# 1
{"formula": "C44H121N11O11", "method": "wB97M-V/def2-TZVPD", "elements": ["C", "C", "C", "O", "C", "N", "H", "H", "H", "H", "H", "H", "H", "H", "H", "H", "H", "C", "C", "C", "O", "C", "N", "H", "H", "H", "H", "H", "H", "H", "H", "H", "H", "H", "C", "C", "C", "O", "C", "N", "H", "H", "H", "H", "H", "H", "H", "H", "H", "H", "H", "C", "C", "C", "O", "C", "N", "H", "H", "H", "H", "H", "H", "H", "H", "H", "H", "H", "C", "C", "C", "O", "C", "N", "H", "H", "H", "H", "H", "H", "H", "H", "H", "H", "H", "C", "C", "C", "O", "C", "N", "H", "H", "H", "H", "H", "H", "H", "H", "H", "H", "H", "C", "C", "C", "O", "C", "N", "H", "H", "H", "H", "H", "H", "H", "H", "H", "H", "H", "C", "C", "C", "O", "C", "N", "H", "H", "H", "H", "H", "H", "H", "H", "H", "H", "H", "C", "C", "C", "O", "C", "N", "H", "H", "H", "H", "H", "H", "H", "H", "H", "H", "H", "C", "C", "C", "O", "C", "N", "H", "H", "H", "H", "H", "H", "H", "H", "H", "H", "H", "C", "C", "C", "O", "C", "N", "H", "H", "H", "H", "H", "H", "H", "H", "H", "H", "H"], "xyz": [[-0.172, 5.344, -1.012], [1.069, 4.632, -0.436], [2.332, 5.586, -0.481], [2.138, 6.594, 0.482], [3.302, 7.401, 0.728], [0.799, 4.024, 0.880], [0.055, 5.772, -1.999], [-0.504, 6.127, -0.331], [-0.928, 4.568, -1.206], [1.391, 3.858, -1.130], [2.325, 5.932, -1.535], [3.277, 5.066, -0.397], [3.011, 8.158, 1.464], [3.639, 7.880, -0.190], [4.125, 6.730, 1.111], [1.665, 3.597, 1.232], [0.712, 4.792, 1.494], [-0.749, -5.257, 2.005], [-1.279, -5.828, 0.654], [-1.243, -4.675, -0.366], [-1.656, -3.401, 0.081], [-3.082, -3.161, 0.146], [-0.508, -7.036, 0.127], [0.216, -4.804, 1.914], [-0.679, -6.097, 2.683], [-1.416, -4.497, 2.501], [-2.334, -6.141, 0.785], [-1.746, -4.906, -1.340], [-0.218, -4.523, -0.645], [-3.460, -3.414, -0.873], [-3.155, -2.088, 0.250], [-3.660, -3.675, 0.874], [-0.476, -7.771, 0.803], [0.418, -6.878, -0.290], [4.402, 4.096, 2.890], [4.710, 2.914, 1.968], [5.687, 1.968, 2.629], [5.907, 0.872, 1.735], [6.499, -0.309, 2.193], [3.475, 2.239, 1.655], [3.994, 3.677, 3.813], [3.651, 4.788, 2.498], [5.273, 4.686, 3.140], [5.127, 3.300, 1.022], [5.451, 1.548, 3.601], [6.652, 2.427, 2.804], [6.508, -1.014, 1.342], [6.031, -0.767, 3.066], [7.548, -0.128, 2.483], [3.827, 1.453, 1.137], [3.221, 1.753, 2.528], [-0.450, -2.348, 4.693], [-1.951, -2.293, 4.522], [-2.491, -1.379, 5.564], [-2.358, -2.054, 6.805], [-2.857, -1.280, 7.900], [-2.320, -1.651, 3.196], [-0.173, -2.728, 5.701], [-0.053, -1.304, 4.631], [-0.004, -2.975, 3.891], [-2.352, -3.303, 4.660], [-3.547, -1.175, 5.366], [-1.990, -0.388, 5.566], [-2.343, -0.332, 8.076], [-2.649, -1.912, 8.776], [-3.934, -1.222, 7.837], [-1.814, -2.066, 2.446], [-3.287, -1.621, 2.963], [-1.758, -2.842, -5.420], [-1.950, -1.713, -4.398], [-3.398, -1.320, -4.391], [-3.690, -0.822, -5.682], [-5.097, -0.642, -5.890], [-1.473, -2.078, -3.061], [-2.321, -2.640, -6.342], [-2.184, -3.799, -5.098], [-0.711, -2.991, -5.643], [-1.366, -0.830, -4.707], [-3.602, -0.497, -3.698], [-4.118, -2.139, -4.120], [-5.563, -1.574, -5.774], [-5.184, -0.287, -6.899], [-5.440, 0.091, -5.167], [-1.557, -1.236, -2.486], [-1.993, -2.840, -2.644], [-3.922, 2.098, 2.984], [-2.743, 1.736, 2.039], [-3.272, 0.653, 0.963], [-3.745, 1.363, -0.179], [-4.058, 0.545, -1.240], [-2.164, 2.937, 1.490], [-4.560, 1.313, 3.404], [-4.601, 2.716, 2.404], [-3.609, 2.722, 3.841], [-1.940, 1.175, 2.519], [-4.092, 0.141, 1.414], [-2.475, -0.050, 0.660], [-3.205, -0.065, -1.569], [-4.403, 1.133, -2.118], [-4.876, -0.143, -1.015], [-1.149, 2.870, 1.261], [-2.641, 3.301, 0.671], [4.595, -6.102, -1.988], [3.308, -6.113, -1.212], [3.246, -5.066, -0.162], [4.291, -5.168, 0.770], [4.736, -3.924, 1.184], [2.091, -5.948, -2.011], [4.528, -6.733, -2.899], [5.454, -6.376, -1.386], [4.779, -5.074, -2.302], [3.224, -7.096, -0.735], [2.281, -5.071, 0.385], [3.312, -4.093, -0.647], [3.950, -3.279, 1.534], [5.295, -3.380, 0.418], [5.452, -4.174, 1.966], [1.972, -4.967, -2.171], [2.097, -6.334, -2.960], [4.225, -2.148, -3.797], [2.846, -1.653, -3.969], [2.384, -1.584, -5.434], [3.390, -0.912, -6.172], [2.974, 0.376, -6.697], [1.908, -2.465, -3.305], [4.113, -3.212, -4.026], [4.473, -2.195, -2.738], [4.991, -1.630, -4.331], [2.778, -0.609, -3.573], [1.374, -1.177, -5.608], [2.334, -2.569, -5.957], [2.128, 0.246, -7.379], [3.824, 0.864, -7.213], [2.576, 0.968, -5.863], [0.900, -2.171, -3.270], [2.158, -2.683, -2.347], [-5.597, 5.578, -4.866], [-5.653, 4.076, -5.190], [-4.551, 3.365, -4.484], [-3.318, 3.954, -4.640], [-2.388, 3.329, -3.750], [-6.972, 3.524, -4.965], [-5.834, 5.678, -3.788], [-6.299, 6.122, -5.500], [-4.609, 6.044, -5.031], [-5.392, 3.936, -6.264], [-4.518, 2.282, -4.602], [-4.816, 3.422, -3.373], [-2.363, 2.254, -3.969], [-2.705, 3.485, -2.695], [-1.418, 3.799, -3.999], [-7.153, 3.365, -3.983], [-7.112, 2.682, -5.480], [-1.426, 3.177, 5.244], [0.073, 2.977, 5.441], [0.404, 1.603, 4.860], [1.812, 1.282, 5.052], [2.118, 0.965, 6.412], [0.878, 4.006, 4.673], [-1.557, 3.328, 4.164], [-1.880, 4.024, 5.735], [-2.024, 2.305, 5.553], [0.360, 3.034, 6.498], [0.233, 1.635, 3.760], [-0.234, 0.762, 5.213], [3.187, 1.095, 6.391], [1.850, -0.032, 6.708], [1.664, 1.708, 7.113], [1.762, 3.514, 4.435], [0.392, 4.183, 3.798], [1.708, -0.906, 1.971], [0.820, -1.078, 0.806], [0.759, 0.158, 0.014], [-0.387, 0.064, -0.815], [-0.506, 1.089, -1.758], [1.199, -2.301, 0.019], [1.617, 0.090, 2.412], [2.739, -0.904, 1.590], [1.582, -1.623, 2.735], [-0.225, -1.202, 1.164], [1.692, 0.251, -0.590], [0.614, 1.071, 0.611], [0.181, 0.992, -2.603], [-0.340, 2.066, -1.281], [-1.581, 1.112, -2.065], [0.410, -2.432, -0.581], [1.076, -3.116, 0.611]], "atomic_forces_ev_per_a": [[0.610, -0.841, -0.179], [1.294, 0.574, -0.194], [-1.879, -0.291, -0.611], [0.741, 0.431, -0.064], [-0.157, -1.211, 0.226], [0.754, -0.502, -0.884], [0.049, 0.068, 0.368], [-0.254, -0.105, -0.091], [-0.131, 0.445, 0.400], [-0.306, -0.467, -0.099], [0.113, 0.574, 0.381], [0.343, -0.409, 0.683], [0.211, -0.261, -0.131], [0.055, 0.129, -0.122], [-0.621, 0.803, -0.206], [-0.152, -0.343, -0.450], [-0.606, 1.188, 0.975], [-1.487, -0.297, 0.158], [0.567, 0.014, -0.040], [-0.321, -0.512, -1.128], [-0.953, -0.043, 1.042], [1.454, 0.187, -2.530], [-0.908, 1.796, -0.204], [0.761, 0.196, -0.236], [0.187, -0.147, 0.380], [0.394, -0.733, -0.741], [0.533, -0.071, 0.043], [0.010, -0.179, 0.730], [0.804, -0.052, -0.132], [-0.240, 0.080, 0.616], [-0.242, 0.225, 0.239], [-0.094, -0.673, 0.914], [0.054, -0.262, 0.394], [-0.606, 0.396, 0.343], [-0.174, -0.221, 0.184], [0.084, 1.363, 0.499], [1.628, -1.088, -0.507], [-0.878, 0.292, -0.614], [1.042, 0.012, -0.072], [-0.296, -0.785, 0.590], [-0.002, 0.152, 0.186], [0.041, -0.280, -0.236], [0.347, 0.036, 0.081], [0.111, -0.297, 0.303], [-1.013, 0.164, 0.380], [0.444, 0.601, -0.062], [-0.127, 0.290, 0.487], [-0.474, 0.069, -0.004], [-0.108, -0.048, -0.101], [-0.345, -0.654, -0.877], [-0.421, 0.412, -0.169], [0.798, 0.300, -0.281], [-0.166, 0.822, -1.475], [-0.793, 0.134, 0.856], [0.011, 1.100, 0.316], [0.646, -1.767, 0.478], [1.357, -0.186, 1.689], [-0.281, 0.025, -0.789], [-0.119, -0.841, -0.197], [0.007, 0.353, 0.589], [-0.232, 0.103, -0.073], [-0.255, 0.033, 0.039], [0.027, -0.506, -0.019], [-0.159, 0.162, -0.464], [-0.053, 0.280, -0.107], [-0.413, 0.601, -0.136], [0.377, -0.430, -0.670], [-0.760, -0.269, 0.193], [-0.405, -0.013, -0.143], [0.094, -0.889, -0.056], [-1.166, 0.652, -0.346], [-0.561, -0.115, -0.355], [2.195, 0.933, 0.271], [0.345, 0.656, -0.258], [0.441, 0.314, 0.183], [0.167, 0.102, 0.489], [0.288, -0.112, -0.091], [-0.189, -0.266, -0.029], [0.158, -0.059, 0.381], [0.746, 0.173, -0.173], [-1.081, -1.312, 0.202], [-0.320, 0.260, -0.404], [-0.545, 0.178, 0.074], [0.132, -0.627, 0.288], [-0.078, 0.101, -0.014], [0.243, 0.626, 0.219], [-0.864, -1.494, -0.674], [1.081, 1.794, 0.024], [0.273, 0.575, 0.567], [-0.455, -0.450, -1.172], [1.183, 0.180, -0.244], [0.527, -0.430, -0.277], [-0.160, 0.229, -0.184], [0.055, -0.271, -0.521], [-0.118, 0.143, 0.563], [-0.706, -0.755, 0.333], [-0.158, 0.316, 0.135], [0.025, -0.001, 0.139], [0.322, 0.002, 0.609], [-0.167, -0.217, 0.184], [-1.108, 0.059, 0.229], [-0.119, -0.241, 0.173], [0.231, 0.501, -0.829], [-0.601, -1.795, -0.303], [-0.389, 0.751, 0.717], [-0.203, -0.774, -0.550], [1.355, -0.108, 0.520], [-0.294, -0.039, -0.292], [0.104, 0.252, 0.616], [0.060, -0.312, 0.138], [0.086, 0.117, -0.326], [0.030, -0.032, 0.179], [0.177, -0.203, -0.311], [-0.072, 0.328, -0.250], [-0.530, 0.300, 0.397], [-0.078, -0.026, -0.363], [-0.063, 0.494, 0.315], [-0.275, 0.751, -0.242], [0.413, -0.206, 0.627], [-0.226, -1.782, 0.884], [-1.695, 2.535, -0.782], [0.917, -0.822, -1.084], [-0.120, 1.733, -1.012], [-0.009, -0.918, 0.605], [-2.189, -1.681, 1.415], [0.729, -0.111, -0.597], [0.100, 0.451, 0.267], [0.295, 0.170, -0.513], [0.260, -0.117, -0.375], [0.264, 0.369, 0.489], [0.017, 0.074, 1.019], [0.170, -0.044, -0.274], [-0.502, -0.370, 0.471], [0.355, 0.316, -0.097], [1.391, -0.084, -0.319], [0.099, 0.290, 0.048], [0.108, -0.116, 0.265], [0.795, 0.668, -1.933], [-0.872, -0.414, 3.297], [0.984, -0.154, 0.026], [-0.004, 0.700, -0.666], [0.097, 0.598, 0.172], [-0.093, 0.276, -0.509], [-0.204, -0.079, 0.330], [-0.327, -0.550, 0.080], [-0.544, 0.279, 0.311], [-0.017, -0.322, -0.836], [0.090, 0.100, -0.633], [0.169, 0.014, 0.118], [0.343, -0.025, -0.480], [-0.388, -0.398, 0.533], [-0.025, -0.065, 0.098], [-0.100, -0.570, -0.166], [0.052, -0.106, -0.521], [0.092, 0.239, -0.772], [0.634, -0.671, -0.294], [-1.471, -0.072, -0.002], [0.086, 1.590, -0.507], [0.053, -1.166, 0.792], [-0.307, -0.134, 0.135], [0.241, 0.477, 0.281], [0.362, 0.073, -0.128], [-0.098, 0.050, -0.243], [0.230, 0.081, 0.541], [0.365, 0.558, 0.255], [0.480, -0.198, 0.698], [-0.298, -0.620, -0.037], [0.412, -0.637, -0.416], [-0.696, 0.676, 0.113], [0.028, -0.049, -0.044], [1.643, 1.438, -0.258], [-1.491, -1.609, 0.735], [0.298, 0.867, -1.529], [-0.073, -0.548, -0.447], [-1.027, 0.763, 0.276], [-0.052, 1.067, 0.424], [-0.372, -0.117, 0.158], [0.076, -0.358, 0.249], [-0.033, -0.937, 0.765], [0.309, -0.067, 0.034], [-0.419, 0.144, 0.117], [0.401, -0.246, 0.243], [-0.047, -0.168, -0.106], [0.148, 0.006, -0.034], [0.966, -0.130, -0.143], [-0.533, 0.052, -1.005], [0.324, 0.123, 0.485]], "lowdin_charge": [-0.050, -0.402, -0.213, -0.200, -0.084, 0.057, 0.079, 0.082, 0.050, 0.118, 0.121, 0.105, 0.090, 0.081, 0.088, 0.038, 0.045, -0.052, -0.360, -0.226, -0.236, -0.063, 0.048, 0.047, 0.069, 0.072, 0.133, 0.134, 0.087, 0.093, 0.054, 0.077, 0.046, 0.042, -0.050, -0.436, -0.184, -0.210, -0.117, 0.063, 0.071, 0.064, 0.078, 0.148, 0.125, 0.123, 0.090, 0.084, 0.088, 0.059, 0.077, -0.053, -0.406, -0.242, -0.189, -0.094, 0.094, 0.097, 0.072, 0.068, 0.138, 0.124, 0.111, 0.087, 0.090, 0.081, 0.021, 0.057, -0.041, -0.422, -0.229, -0.207, -0.072, 0.079, 0.080, 0.082, 0.061, 0.143, 0.095, 0.144, 0.069, 0.089, 0.072, 0.043, 0.059, -0.062, -0.395, -0.169, -0.187, -0.155, 0.049, 0.068, 0.074, 0.050, 0.104, 0.094, 0.094, 0.051, 0.085, 0.094, 0.042, 0.067, -0.049, -0.453, -0.242, -0.160, -0.125, 0.055, 0.090, 0.077, 0.068, 0.138, 0.119, 0.102, 0.070, 0.087, 0.095, 0.032, 0.089, -0.054, -0.501, -0.206, -0.218, -0.084, 0.041, 0.084, 0.074, 0.076, 0.140, 0.112, 0.135, 0.078, 0.093, 0.079, 0.070, 0.035, -0.054, -0.461, -0.292, -0.171, -0.089, 0.052, 0.087, 0.073, 0.079, 0.152, 0.105, 0.134, 0.075, 0.092, 0.102, 0.073, 0.057, -0.065, -0.401, -0.196, -0.228, -0.087, 0.057, 0.057, 0.077, 0.076, 0.117, 0.123, 0.098, 0.082, 0.077, 0.091, 0.049, 0.044, -0.054, -0.427, -0.201, -0.209, -0.107, 0.106, 0.061, 0.086, 0.052, 0.128, 0.148, 0.120, 0.096, 0.076, 0.069, 0.032, 0.043], "e_homo_ev": -8.51, "smiles": "COC[C@H](C)N.COC[C@H](C)N.COC[C@H](C)N.COC[C@H](C)N.COC[C@H](C)N.COC[C@H](C)N.COC[C@H](C)N.COC[C@H](C)N.COC[C@H](C)N.COC[C@H](C)N.COC[C@H](C)N", "e_tot_ev": -86497.215, "gap_ev": 9.0}

# 2
{"formula": "C24H25AuN5O", "method": "wB97M-V/def2-TZVPD", "elements": ["Au", "C", "C", "C", "C", "C", "C", "N", "C", "C", "C", "C", "C", "N", "C", "C", "C", "C", "C", "C", "N", "H", "H", "H", "H", "H", "H", "H", "H", "H", "H", "H", "H", "H", "H", "H", "O", "C", "N", "C", "N", "C", "C", "C", "C", "C", "H", "H", "H", "H", "H", "H", "H", "H", "H", "H"], "xyz": [[11.574, 14.820, 8.358], [14.793, 14.200, 7.585], [14.701, 14.532, 9.084], [15.726, 14.485, 10.115], [15.449, 14.710, 11.447], [14.195, 15.197, 11.843], [13.251, 15.386, 10.726], [13.453, 14.996, 9.436], [11.989, 16.127, 10.869], [11.738, 17.250, 11.809], [10.415, 17.774, 12.004], [9.426, 17.434, 11.147], [9.688, 16.441, 10.116], [10.902, 15.811, 10.104], [8.850, 16.178, 8.952], [7.602, 16.844, 8.882], [6.801, 16.572, 7.740], [7.265, 15.800, 6.725], [8.638, 15.392, 6.795], [9.280, 14.596, 5.603], [9.384, 15.525, 7.826], [13.851, 14.236, 7.019], [15.248, 13.263, 7.243], [15.292, 15.156, 7.300], [16.741, 14.035, 9.812], [16.125, 14.470, 12.233], [14.055, 15.494, 12.885], [12.581, 17.580, 12.314], [10.246, 18.392, 12.871], [8.492, 17.907, 11.271], [7.299, 17.422, 9.827], [5.754, 16.893, 7.645], [6.635, 15.836, 5.822], [10.158, 15.102, 5.225], [8.556, 14.657, 4.779], [9.385, 13.502, 5.764], [12.150, 13.347, 5.425], [11.821, 13.510, 6.480], [11.313, 8.316, 5.467], [11.396, 7.197, 5.352], [11.458, 5.875, 5.373], [12.488, 5.456, 6.381], [11.767, 5.663, 7.763], [10.461, 4.835, 7.782], [9.597, 5.221, 6.705], [10.252, 5.032, 5.313], [13.445, 6.017, 6.278], [12.681, 4.410, 6.123], [11.557, 6.730, 7.938], [12.533, 5.308, 8.447], [9.921, 5.091, 8.719], [10.629, 3.740, 7.831], [9.335, 6.248, 6.760], [8.706, 4.628, 6.657], [9.472, 5.206, 4.556], [10.554, 3.991, 5.204]], "atomic_forces_ev_per_a": [[-1.334, -0.139, -0.595], [0.610, 1.376, 0.477], [-1.197, -0.396, 1.012], [0.578, -1.752, -2.623], [-1.472, 0.206, -0.183], [-0.976, 0.553, -3.315], [0.825, 0.451, 1.901], [1.955, -0.757, 1.070], [-3.145, 3.312, 2.778], [-1.222, -3.132, -2.341], [3.030, -0.975, 0.257], [0.310, -2.282, -1.880], [1.990, 0.874, 1.190], [0.472, 0.430, -0.219], [-1.534, 1.494, -1.315], [0.786, -1.233, 1.086], [-0.981, 0.528, 1.356], [1.324, 0.992, -0.559], [-0.898, -2.355, -3.596], [-2.117, 0.666, -0.027], [0.727, 0.861, 4.043], [0.267, 0.229, 0.972], [0.610, 0.557, 0.559], [0.365, -1.069, -0.803], [-1.712, 0.978, 0.471], [0.884, -0.002, 0.202], [-0.566, -0.134, -0.522], [1.143, 0.739, 1.261], [-0.044, 0.459, -0.200], [-0.970, 0.212, -0.106], [0.024, -0.926, -2.097], [0.643, 0.300, 0.370], [0.735, -0.910, 0.304], [0.371, -0.086, 0.180], [0.215, -0.025, 0.110], [0.150, 0.819, 0.347], [-0.077, -0.392, 0.136], [0.240, 0.715, 0.327], [-0.143, 3.677, 0.203], [-0.513, -2.926, -0.921], [0.335, -0.370, 0.657], [-0.241, -0.405, -0.840], [0.120, -0.877, -0.414], [1.642, -0.368, 2.619], [-0.904, -0.087, -1.724], [0.002, -0.540, -0.224], [-0.944, -0.065, -0.048], [0.012, 0.037, 0.540], [0.236, -0.350, -0.116], [-0.179, 0.065, 0.507], [0.377, -0.210, -0.229], [0.161, 0.587, -0.130], [-0.544, 1.066, 0.165], [-0.692, -0.283, 0.017], [0.896, 0.771, -0.087], [0.371, 0.094, -0.003]], "nbo_charge": [1.134, -0.659, 0.276, -0.211, -0.117, -0.190, 0.163, -0.540, 0.182, -0.145, -0.118, -0.180, 0.208, -0.484, 0.127, -0.160, -0.117, -0.228, 0.288, -0.669, -0.499, 0.198, 0.268, 0.274, 0.272, 0.260, 0.272, 0.239, 0.269, 0.249, 0.256, 0.263, 0.271, 0.234, 0.258, 0.236, -0.359, 0.479, -0.159, 0.382, -0.119, -0.227, -0.390, -0.439, -0.375, -0.235, 0.272, 0.252, 0.227, 0.267, 0.274, 0.246, 0.214, 0.269, 0.286, 0.255], "multiplicity": 3, "e_homo_ev": [-16.34, -16.33], "charge": 3, "e_tot_ev": -38453.624, "gap_ev": [7.9, 5.0]}